[1]
Here is an isolated molecule of C4H7F at a distorted geometry from OMol25. Energies are from the ωB97M-V functional and the def2-TZVPD basis.

The calculation puts the HOMO energy at -9.8463 eV. As for the SMILES: C=C[C@@H](C)F. Its LUMO energy is 1.100 eV. The charge is 0.

XYZ file:
```
12
Properties=species:S:1:pos:R:3:forces:R:3
C 1.659 -0.255 -0.214 -1.5 0.4 -0.4
C 0.346 0.397 0.345 1.6 -2.1 1.6
C -0.877 -0.512 0.013 0.6 1.0 2.0
C -2.027 0.122 -0.098 -2.0 -0.9 -1.0
H 2.138 -0.898 0.502 -0.4 -0.7 0.5
H 1.336 -0.821 -1.097 0.7 0.1 0.0
H 2.448 0.445 -0.408 0.1 0.8 -0.6
H 0.604 0.631 1.458 -1.2 -1.0 -1.4
H -0.759 -1.560 0.112 0.1 -0.9 0.2
H -3.114 -0.304 -0.131 2.5 0.7 -0.2
H -1.807 1.138 -0.350 -1.2 0.9 0.5
F 0.054 1.616 -0.133 0.5 1.8 -1.2
```
Forces are in eV/Å.

These are the Löwdin partial charges, in e, on atoms 1 to 8: -0.04 -0.41 -0.13 0.01 0.07 0.08 0.06 0.16


[2]
Here is an isolated molecule of C4H7F at a distorted geometry from OMol25. Energies are from the ωB97M-V functional and the def2-TZVPD basis.

The calculation puts the HOMO energy at -9.7486 eV. As for the SMILES: C/C=C/CF. Its LUMO energy is 1.187 eV. The charge is 0.

XYZ file:
```
12
Properties=species:S:1:pos:R:3:forces:R:3
C 1.952 -0.235 -0.179 0.2 -0.7 -0.9
C 0.519 -0.284 0.216 -1.6 0.5 -0.1
C -0.560 0.313 -0.342 2.0 -0.4 0.1
C -1.908 0.312 0.276 -0.3 -0.3 -0.3
H 2.186 0.484 -0.941 -0.2 0.7 -0.4
H 2.568 -0.019 0.663 0.4 0.3 0.8
H 2.395 -1.158 -0.582 -0.6 -0.2 0.2
H 0.291 -0.825 1.126 0.2 -0.1 0.3
H -0.439 0.790 -1.310 -0.1 0.2 0.1
H -2.442 1.265 0.093 0.3 -0.4 0.3
H -1.886 0.038 1.340 0.0 0.3 -0.2
F -2.677 -0.681 -0.359 -0.3 0.0 0.0
```
Forces are in eV/Å.

These are the Löwdin partial charges, in e, on atoms 1 to 8: -0.10 -0.15 -0.10 -0.21 0.07 0.06 0.08 0.10


[3]
Here is an isolated molecule of C4H7F2N at a distorted geometry from OMol25. Energies are from the ωB97M-V functional and the def2-TZVPD basis.

The calculation puts the HOMO energy at -10.0690 eV. As for the SMILES: CC/C=C/N(F)F. Its LUMO energy is 0.947 eV. The charge is 0.

XYZ file:
```
14
Properties=species:S:1:pos:R:3:forces:R:3
C 0.213 0.720 0.463 -0.3 -3.6 -2.1
C 1.068 -0.227 0.031 2.0 5.6 1.7
C -1.714 -0.614 -0.474 0.9 1.4 0.7
C -1.262 0.573 0.396 -0.7 1.7 0.8
N 2.507 0.199 0.236 -0.9 -2.1 1.5
F 3.128 0.652 -0.876 -0.4 0.6 -1.4
F 3.186 -1.069 0.342 -0.5 0.5 0.4
H 0.587 1.577 0.852 1.2 2.4 1.3
H 0.907 -1.087 -0.451 -0.6 -3.2 -1.7
H -1.356 -0.554 -1.455 0.5 0.8 -1.8
H -1.294 -1.550 -0.212 0.2 -0.9 1.2
H -2.746 -0.686 -0.540 -2.0 -0.2 0.1
H -1.485 0.373 1.469 -0.5 0.1 -0.6
H -1.739 1.694 0.219 0.9 -3.1 0.0
```
Forces are in eV/Å.

These are the Löwdin partial charges, in e, on atoms 1 to 8: -0.09 -0.03 -0.10 -0.23 -0.07 -0.01 -0.08 0.08


[4]
Here is an isolated molecule of C4H7F2NO at a distorted geometry from OMol25. Energies are from the ωB97M-V functional and the def2-TZVPD basis.

The calculation puts the HOMO energy at -10.0161 eV. As for the SMILES: N[C@@H]1C[C@H](O)C1(F)F. Its LUMO energy is 0.851 eV. The charge is 0.

XYZ file:
```
15
Properties=species:S:1:pos:R:3:forces:R:3
C 0.972 -0.274 0.005 -0.8 -0.6 0.6
C 0.396 1.123 0.528 1.3 -0.3 -0.4
C -0.900 0.813 -0.263 -1.0 -1.6 2.0
C -0.055 -0.065 -1.175 0.8 -0.2 0.0
H 0.200 -2.187 0.384 0.2 -0.9 -0.5
H 0.709 -1.457 1.750 0.2 0.2 -0.1
H 2.070 -0.505 -0.179 -1.3 0.7 0.1
H 0.437 1.389 1.624 -0.3 -0.5 -1.3
H 0.934 1.860 -0.092 -0.2 0.2 0.6
H -1.370 1.594 -0.759 -0.7 1.6 -0.9
H -1.539 -0.670 0.823 -0.3 0.8 -0.2
N 0.279 -1.313 0.846 0.7 1.0 -0.1
O -1.965 0.147 0.463 1.3 0.0 -0.6
F 0.433 0.710 -2.214 0.0 -0.5 0.6
F -0.602 -1.165 -1.740 0.1 0.1 0.2
```
Forces are in eV/Å.

These are the Löwdin partial charges, in e, on atoms 1 to 8: -0.19 -0.04 -0.25 -0.45 0.07 0.09 0.15 0.13


[5]
Here is a cluster of 2 separate species, C4H7F3N in total at a distorted geometry from OMol25. Energies are from the ωB97M-V functional and the def2-TZVPD basis.

The calculation puts the HOMO energy at -16.4651 eV. Its LUMO energy is -4.779 eV. The charge is +1.

XYZ file:
```
15
Properties=species:S:1:pos:R:3:forces:R:3
C 1.681 -0.154 0.090 5.1 -0.6 1.5
C 0.733 0.261 -1.056 -0.1 2.8 0.3
C 0.514 -0.736 0.981 -1.2 -0.4 -1.6
C 0.208 0.514 0.249 -2.5 -0.9 0.3
N -2.130 0.446 0.011 0.5 0.3 0.0
F -3.158 1.305 -0.097 -0.3 -0.5 -0.1
F -2.521 -0.508 0.884 -0.6 0.1 0.1
F -2.093 -0.230 -1.172 -0.6 0.1 -0.1
H 2.322 -1.008 -0.313 -0.9 1.1 0.7
H 2.366 0.561 0.614 -0.6 -0.5 -0.9
H 0.933 1.136 -1.658 0.2 0.0 0.0
H 0.491 -0.579 -1.601 -0.7 -1.8 -0.9
H 0.327 -1.702 0.419 -0.5 1.3 0.8
H 0.407 -0.868 2.053 0.6 0.6 -0.1
H -0.081 1.561 0.596 1.5 -1.6 0.1
```
Forces are in eV/Å.

These are the Löwdin partial charges, in e, on atoms 1 to 8: -0.12 -0.03 0.00 -0.12 -0.13 0.11 0.09 0.07


[6]
Here is an isolated molecule of C4H7FN2 at a distorted geometry from OMol25. Energies are from the ωB97M-V functional and the def2-TZVPD basis.

The calculation puts the HOMO energy at -8.6190 eV. As for the SMILES: [H]/N=C(\C)N/C=C\F. Its LUMO energy is 0.798 eV. The charge is 0.

XYZ file:
```
14
Properties=species:S:1:pos:R:3:forces:R:3
C 1.881 -1.013 0.047 0.9 -0.8 1.0
C 0.899 0.113 -0.122 2.6 2.2 1.0
C -1.393 0.766 -0.122 -1.9 0.7 -0.6
C -2.749 0.550 0.033 2.7 -0.4 0.0
H 2.532 -1.015 1.008 -1.3 0.6 -1.5
H 1.355 -1.964 0.096 0.2 -0.3 -0.4
H 2.598 -0.964 -0.794 -0.5 -0.4 0.3
H 2.399 1.295 0.276 -2.4 0.1 -0.9
H -0.729 -1.204 -0.142 1.0 2.0 -0.7
H -0.954 1.797 -0.161 -0.8 -1.1 0.3
H -3.533 1.234 0.327 0.4 0.3 -0.2
N 1.353 1.348 -0.025 0.4 -2.0 0.4
N -0.405 -0.219 -0.418 -1.9 -1.2 1.3
F -3.253 -0.724 -0.003 0.4 0.2 -0.1
```
Forces are in eV/Å.

These are the Löwdin partial charges, in e, on atoms 1 to 8: -0.06 -0.51 -0.10 -0.12 0.11 0.06 0.09 0.08


[7]
Here is an isolated molecule of C4H7FN2O at a distorted geometry from OMol25. Energies are from the ωB97M-V functional and the def2-TZVPD basis.

The calculation puts the HOMO energy at -8.9256 eV. As for the SMILES: [H]/N=C\N/C(=C/F)OC. Its LUMO energy is 0.686 eV. The charge is 0.

XYZ file:
```
15
Properties=species:S:1:pos:R:3:forces:R:3
C 1.469 -1.159 0.212 -0.3 1.2 0.4
C -0.758 -0.181 0.290 -0.3 -2.3 0.7
C 0.112 1.782 -0.837 -0.7 1.1 0.9
C -1.865 -0.770 0.781 -0.3 1.8 0.0
H 2.040 -0.212 0.040 -0.6 -0.7 -0.2
H 1.947 -1.986 -0.258 0.2 -0.4 -0.9
H 1.569 -1.396 1.273 -0.7 0.2 0.2
H -0.203 1.679 1.246 -0.7 -1.6 -2.4
H 0.292 2.867 -0.711 -0.1 -0.6 0.3
H 0.174 0.308 -2.049 -0.3 -0.1 0.1
H -2.737 -0.204 1.165 0.7 -0.6 -0.3
N -0.432 1.167 0.310 1.0 1.8 1.8
N 0.286 1.313 -1.978 0.6 -0.4 -1.0
O 0.099 -1.103 -0.281 1.5 0.3 0.2
F -1.995 -2.105 0.797 0.0 0.3 0.1
```
Forces are in eV/Å.

These are the Löwdin partial charges, in e, on atoms 1 to 8: -0.05 -0.37 -0.32 -0.07 0.09 0.08 0.09 0.19


[8]
Here is a cluster of 2 separate species, C4H7FN2O in total at a distorted geometry from OMol25. Energies are from the ωB97M-V functional and the def2-TZVPD basis.

The calculation puts the HOMO energy (spin up / spin down) at -8.4894 / -7.6648 eV. Its LUMO energy (spin up / spin down) is 0.488 / -0.160 eV. The charge is 0.

XYZ file:
```
15
Properties=species:S:1:pos:R:3:forces:R:3
C -1.503 0.660 -0.370 2.0 0.8 0.1
C 2.295 0.757 0.767 -1.1 4.1 0.0
C 2.209 0.401 -0.707 1.9 1.4 -1.7
C 1.176 0.101 0.171 -3.6 -3.7 1.1
N -3.312 -0.823 0.008 -2.3 -0.9 1.7
N -1.954 -0.542 -0.065 0.5 -0.1 1.2
O -1.839 1.762 -0.668 -0.2 -1.5 0.4
F 1.043 -1.345 0.476 0.0 2.1 -0.4
H 3.043 0.267 1.291 1.0 -0.8 1.3
H 2.141 1.886 0.898 0.4 -1.9 0.4
H 2.198 1.246 -1.375 -0.3 -0.1 -0.3
H 2.964 -0.304 -0.905 0.4 -1.2 -0.8
H -3.759 -1.149 0.999 2.1 1.1 -2.9
H -3.357 -1.579 -0.648 -1.2 -0.5 -0.1
H -1.344 -1.338 0.127 0.5 1.1 -0.1
```
Forces are in eV/Å.

These are the Löwdin partial charges, in e, on atoms 1 to 8: -0.24 -0.10 -0.13 -0.23 0.00 -0.08 0.11 -0.10


[9]
Here is an isolated molecule of C4H7FN2S at a distorted geometry from OMol25. Energies are from the ωB97M-V functional and the def2-TZVPD basis.

The calculation puts the HOMO energy at -9.1634 eV. As for the SMILES: C/N=C1\SCCN1F. Its LUMO energy is 0.564 eV. The charge is 0.

XYZ file:
```
15
Properties=species:S:1:pos:R:3:forces:R:3
C -0.467 0.322 -0.279 1.4 0.5 -1.1
C 1.954 0.203 -0.044 1.1 1.0 -1.3
C 1.504 -1.215 -0.024 1.0 -1.5 -0.5
C -2.725 0.233 0.019 0.2 3.0 2.5
N -1.522 0.976 -0.385 -0.3 -0.9 0.1
N 0.827 1.022 -0.534 -0.7 -1.7 -0.6
F 0.746 2.154 0.253 0.4 0.9 0.4
S -0.238 -1.429 -0.023 -1.1 1.0 0.2
H 2.103 0.534 0.952 0.5 0.3 1.1
H 3.006 0.273 -0.618 -2.7 0.3 0.9
H 1.869 -1.782 -0.866 0.4 -0.1 -0.3
H 1.892 -1.658 0.863 0.4 -0.6 0.6
H -3.589 0.847 -0.338 0.5 -1.1 0.4
H -2.613 0.335 1.171 -1.0 -0.2 -1.6
H -2.747 -0.816 -0.147 -0.1 -0.9 -0.8
```
Forces are in eV/Å.

These are the Löwdin partial charges, in e, on atoms 1 to 8: -0.61 -0.21 -0.52 -0.14 0.00 -0.08 -0.04 0.98


[10]
Here is an isolated molecule of C4H7FO at a distorted geometry from OMol25. Energies are from the ωB97M-V functional and the def2-TZVPD basis.

The calculation puts the HOMO energy at -9.2922 eV. As for the SMILES: C=C(F)[C@@H](C)O. Its LUMO energy is 0.820 eV. The charge is 0.

XYZ file:
```
13
Properties=species:S:1:pos:R:3:forces:R:3
C 1.241 0.974 -0.201 0.9 -0.2 -0.1
C 0.475 -0.348 -0.151 -0.3 0.7 0.1
C -0.986 -0.090 -0.447 -1.3 -2.0 2.7
C -2.026 -0.518 0.333 2.3 0.9 -1.6
H 2.321 0.915 -0.438 -0.3 -0.6 0.7
H 1.081 1.512 0.719 0.0 0.3 0.3
H 0.929 1.554 -1.038 -0.8 0.6 -0.5
H 0.879 -0.974 -0.936 0.0 -0.6 -0.3
H 1.439 -1.170 1.318 -0.3 0.0 0.0
H -3.059 -0.261 0.174 -0.1 -0.1 -0.3
H -1.713 -1.164 1.137 -0.3 0.2 0.3
O 0.515 -0.968 1.114 0.8 -0.3 0.1
F -1.098 0.539 -1.584 -0.7 1.1 -1.4
```
Forces are in eV/Å.

These are the Löwdin partial charges, in e, on atoms 1 to 8: -0.03 -0.39 -0.34 0.11 0.09 0.09 0.06 0.14


[11]
Here is a cluster of 2 separate species, C4H7FO in total at a distorted geometry from OMol25. Energies are from the ωB97M-V functional and the def2-TZVPD basis.

The calculation puts the HOMO energy at -9.4767 eV. As for the SMILES: C=CF.C=CO. Its LUMO energy is 0.897 eV. The charge is 0.

XYZ file:
```
13
Properties=species:S:1:pos:R:3:forces:R:3
C 0.567 -2.133 0.436 -2.9 -0.9 -1.6
C -0.022 -1.728 -0.701 -0.5 -0.6 0.5
C -0.772 2.707 0.129 -0.2 -0.9 1.5
C -0.270 1.580 0.600 0.0 -0.5 0.0
O 0.595 -0.779 -1.492 0.9 -0.9 -0.1
F 0.060 1.319 1.901 -0.5 0.3 -0.9
H 0.039 -2.862 1.054 0.6 0.3 0.0
H 1.524 -1.773 0.595 1.7 0.5 1.0
H -1.022 -2.128 -1.083 1.5 1.0 0.5
H 1.565 -0.899 -1.304 -1.3 0.5 -0.4
H -1.187 3.404 0.885 0.5 0.2 -1.3
H -0.892 2.559 -0.943 -0.6 1.1 0.2
H -0.185 0.733 -0.076 0.7 0.0 0.6
```
Forces are in eV/Å.

These are the Löwdin partial charges, in e, on atoms 1 to 8: 0.01 -0.28 0.02 -0.23 -0.07 -0.01 0.06 0.04


[12]
Here is an isolated molecule of C4H7FO at a distorted geometry from OMol25. Energies are from the ωB97M-V functional and the def2-TZVPD basis.

The calculation puts the HOMO energy at -10.2283 eV. As for the SMILES: C[C@]1(CF)CO1. Its LUMO energy is 0.944 eV. The charge is 0.

XYZ file:
```
13
Properties=species:S:1:pos:R:3:forces:R:3
C 0.635 1.669 0.045 -1.5 -1.6 -1.9
C 0.345 0.113 0.151 -1.5 2.0 0.7
C -1.031 -0.324 0.610 1.6 -1.2 1.9
C 1.379 -0.861 0.378 0.0 -1.3 -0.8
H 0.768 2.000 1.045 -0.1 0.8 0.8
H -0.220 2.232 -0.565 1.9 -1.3 1.5
H 1.588 1.720 -0.495 -0.3 0.3 0.1
H -0.999 -1.472 0.751 -0.2 1.8 0.2
H -1.323 0.270 1.497 0.0 -0.7 0.0
H 2.414 -0.648 0.501 0.7 0.8 -0.5
H 1.209 -1.869 0.758 -0.6 0.4 0.2
O 0.715 -0.649 -0.932 1.7 -0.8 -0.2
F -1.903 -0.069 -0.348 -1.9 0.6 -1.9
```
Forces are in eV/Å.

These are the Löwdin partial charges, in e, on atoms 1 to 8: 0.01 -0.54 -0.20 -0.04 0.05 0.13 0.08 0.15


Energy above the lowest of the compared OMol25 structures with the same formula, charge and spin
In order: 0.952 0.117 4.569 1.244 0.462 1.008 2.463 6.746 3.356 0.922 2.330 1.787
Unit: eV